## i
This record from OMol25 describes one molecule with the formula C3H5NO2. The level of theory is ωB97M-V/def2-TZVPD.

Positions of all 11 atoms, in Å:
C -0.2751 -1.5689 0.3719
N -0.3595 -0.3149 0.9151
C 0.6517 0.6333 0.5285
C 0.2107 1.5956 -0.5440
O -0.8623 1.5168 -1.0820
O 0.6551 -1.9983 -0.2673
H -1.1438 -2.2097 0.5870
H -1.2970 0.0546 1.0166
H 1.5184 0.0858 0.1450
H 1.1091 1.1684 1.3705
H 1.0033 2.2474 -0.9564

**HOMO level**: -10.13 eV
**SMILES string**: O=CCNC=O
**Gap between HOMO and LUMO**: 0.405 Eh
**Net charge**: 0



## ii
This record from OMol25 describes one molecule with the formula C3H5NO2. The level of theory is ωB97M-V/def2-TZVPD.

Positions of all 11 atoms, in Å:
O 0.2557 1.7904 -0.7402
C -0.0430 0.8255 0.1141
C -1.0986 -0.1511 -0.2089
N -0.1600 -1.2690 0.0058
C 1.3229 -0.7316 -0.1292
O 2.2143 -1.4774 0.1944
H 1.1591 2.0542 -0.5188
H 0.1862 0.9470 1.1744
H -1.9604 -0.1578 0.4858
H -1.4922 -0.0485 -1.2320
H -0.3841 -1.7819 0.8547

**HOMO level (alpha / beta)**: -7.90 / -7.90 eV
**Gap between HOMO and LUMO (alpha / beta)**: 0.299 / 0.299 Eh
**Net charge**: 0



## iii
This record from OMol25 describes a 2-piece molecular cluster, C3H5NO2 overall. The level of theory is ωB97M-V/def2-TZVPD.

Positions of all 11 atoms, in Å:
O -1.8153 -0.7469 0.4826
C -1.0941 -0.2395 1.3035
C 0.3156 0.2342 1.0133
N 0.7045 -0.0357 -0.3354
C 0.0574 0.4934 -1.2316
O -0.5289 1.0335 -2.0795
H -1.4273 -0.0525 2.3409
H 0.3662 1.3127 1.2032
H 1.0149 -0.2535 1.6974
H 1.3104 -0.9955 -1.8588
H 1.0966 -0.7502 -2.5358

**HOMO level**: -10.35 eV
**SMILES string**: O=C=NCC=O.[H][H]
**Gap between HOMO and LUMO**: 0.406 Eh
**Net charge**: 0



How do the energies compare? Relative to the most stable structure, in kJ/mol: i 0.0; ii 321.8; iii 170.6.



## i
This record from OMol25 describes a 2-piece molecular cluster, C3H5NO2 overall. The level of theory is ωB97M-V/def2-TZVPD.

Positions of all 11 atoms, in Å:
O 2.2239 -0.6140 -0.6677
C 1.7841 -0.0095 0.2709
C 0.3425 0.2674 0.3342
N -0.4278 -0.3262 -0.6989
C -2.7894 -0.2121 -0.2975
O -2.7621 0.1345 0.7898
H 2.3711 0.3774 1.1292
H 0.0610 -0.0523 1.3475
H 0.2815 1.3574 0.3578
H 0.0180 -1.0951 -1.1803
H -1.0154 0.2114 -1.4186

**HOMO level**: -9.36 eV
**Gap between HOMO and LUMO**: 0.377 Eh
**Net charge**: 0



## ii
This record from OMol25 describes a 2-piece molecular cluster, C3H5NO2 overall. The level of theory is ωB97M-V/def2-TZVPD.

Positions of all 11 atoms, in Å:
C -1.4429 0.4027 -0.2403
C -0.2529 0.7027 0.6349
O -0.2410 0.7070 1.8412
N 0.9318 -1.2717 -0.0394
C 1.8782 -0.6107 -0.4227
O 2.7088 0.0964 -0.8362
H -1.1347 0.1229 -1.2525
H -1.9981 1.3461 -0.2859
H -2.0930 -0.3715 0.1729
H 1.0132 -2.1779 0.3799
H 0.6306 1.0540 0.0481

**HOMO level**: -9.64 eV
**SMILES string**: N=C=O.CC=O
**Gap between HOMO and LUMO**: 0.377 Eh
**Net charge**: 0



How do the energies compare? Relative to the most stable structure, in kJ/mol: i 65.2; ii 0.0.



## i
This record from OMol25 describes C20H34N9SSe2Tc as an isolated structure. The level of theory is ωB97M-V/def2-TZVPD.

Positions of all 67 atoms, in Å:
Tc 0.8373 0.8347 -0.0079
C 0.9179 2.6632 3.9447
C 1.1827 2.2152 2.5554
N 0.4411 1.3139 1.9722
N -0.5997 0.7970 2.6841
C -1.3047 -0.0734 2.0168
N -2.3519 -0.6634 2.5774
S -0.9319 -0.5532 0.3473
C 2.2829 2.7548 1.7330
C 3.2319 3.6422 2.2057
C 4.2316 4.0878 1.3439
C 4.2537 3.6363 0.0370
C 3.2782 2.7414 -0.3749
N 2.3204 2.3131 0.4498
H -0.1554 2.7592 4.1010
H 1.4081 3.6031 4.1747
H 1.2626 1.9032 4.6525
H -2.5926 -0.4465 3.5339
H -2.9039 -1.3481 2.0880
H 3.2059 3.9869 3.2284
H 4.9819 4.7820 1.6990
H 5.0100 3.9643 -0.6623
H 3.2591 2.3562 -1.3871
C 1.4446 -4.8430 -1.5686
Se 0.2477 -3.5127 -0.8013
C -0.1666 -2.5727 -2.4563
C 0.9671 -1.7335 -3.0167
Se 1.0736 0.1689 -2.4923
C -0.5281 0.8128 -3.3894
H 2.4122 -4.4155 -1.8211
H 0.9706 -5.2851 -2.4412
H 1.5697 -5.6109 -0.8091
H -1.0895 -2.0096 -2.3155
H -0.4001 -3.3378 -3.1995
H 0.9008 -1.6185 -4.1011
H 1.9496 -2.1237 -2.7671
H -1.4220 0.4717 -2.8748
H -0.4865 0.4160 -4.4013
H -0.4757 1.8960 -3.4276
C 3.4914 -4.3610 2.5931
C 4.8626 -3.9550 2.0647
C 5.2025 -4.6568 0.7544
C 5.0063 -2.4340 2.0218
N 3.9551 -1.7702 1.2082
C 3.0585 -0.8645 1.5677
N 2.3116 -0.6006 0.5069
N 2.8123 -1.3392 -0.5119
N 3.7881 -2.0330 -0.0946
H 3.4485 -5.4380 2.7463
H 2.7018 -4.1097 1.8765
H 3.2589 -3.8865 3.5492
H 5.6195 -4.2462 2.8002
H 4.4233 -4.5202 0.0043
H 5.3001 -5.7264 0.9360
H 6.1460 -4.3063 0.3350
H 5.9638 -2.1014 1.6241
H 4.8723 -2.0185 3.0211
H 2.9293 -0.4873 2.5685
C -1.7948 5.5847 -0.4059
C -2.0029 4.3411 -1.2808
C -1.1252 3.2446 -0.8980
N -0.4270 2.3904 -0.5809
H -2.5174 6.3375 -0.7116
H -0.7961 5.9961 -0.5367
H -1.9633 5.3595 0.6453
H -1.8004 4.5483 -2.3356
H -3.0255 3.9600 -1.2127

**Spin multiplicity**: 4
**HOMO level (alpha / beta)**: -15.74 / -15.63 eV
**Gap between HOMO and LUMO (alpha / beta)**: 0.232 / 0.160 Eh
**Net charge**: +3



## ii
This record from OMol25 describes C20H34N9SSe2Tc as an isolated structure. The level of theory is ωB97M-V/def2-TZVPD.

Positions of all 67 atoms, in Å:
Tc -0.0247 -0.7543 -0.3001
C 3.7135 0.9818 -1.6656
C 2.3133 0.5210 -1.4945
N 1.9364 -0.2003 -0.4770
N 2.8608 -0.6544 0.3973
C 2.6609 -1.8612 0.8215
N 3.4507 -2.4402 1.7153
S 1.3050 -2.8348 0.1599
C 1.2555 0.7344 -2.4803
C 1.3737 1.5614 -3.5867
C 0.3168 1.6612 -4.4810
C -0.8452 0.9473 -4.2239
C -0.9040 0.1522 -3.0937
N 0.1247 0.0174 -2.2467
H 4.3962 0.2648 -1.2160
H 3.8591 1.9325 -1.1435
H 3.9692 1.1306 -2.7116
H 4.2288 -1.9387 2.1187
H 3.2771 -3.3826 2.0192
H 2.2820 2.1279 -3.7372
H 0.3963 2.2901 -5.3576
H -1.6972 1.0083 -4.8866
H -1.8160 -0.3757 -2.8412
C -2.0724 -4.3274 -0.3288
Se -1.7933 -2.6979 -1.3366
C -0.8193 -3.4394 -2.8804
C 0.3970 -4.2823 -2.5668
Se 2.0306 -3.2388 -2.2400
C 3.1312 -4.7056 -1.6401
H -2.5916 -5.0366 -0.9698
H -2.7131 -4.0793 0.5138
H -1.1372 -4.7439 0.0361
H -0.5629 -2.5877 -3.5097
H -1.5562 -4.0393 -3.4133
H 0.6410 -4.9108 -3.4265
H 0.2570 -4.9308 -1.7026
H 3.3167 -5.3664 -2.4864
H 2.6199 -5.2436 -0.8449
H 4.0748 -4.3021 -1.2819
C -3.0560 3.9584 2.9767
C -2.0656 4.7183 2.0982
C -0.6197 4.5177 2.5467
C -2.2506 4.3660 0.6063
N -1.9407 2.9656 0.3236
C -0.7599 2.4014 0.0723
N -0.9722 1.1032 -0.0545
N -2.2982 0.8986 0.1322
N -2.8760 2.0080 0.3542
H -2.8933 4.2042 4.0253
H -2.9522 2.8762 2.8626
H -4.0829 4.2232 2.7247
H -2.2940 5.7843 2.1625
H -0.3483 3.4571 2.5831
H -0.4822 4.9219 3.5481
H 0.0761 5.0383 1.8841
H -1.5962 4.9780 -0.0122
H -3.2872 4.5220 0.3150
H 0.1757 2.9260 -0.0236
C -0.5866 0.4071 4.8899
C -1.1070 -0.8529 4.1720
C -0.7164 -0.9101 2.7883
N -0.3856 -0.9515 1.6895
H -0.8500 0.3346 5.9420
H -1.0484 1.3073 4.4871
H 0.4957 0.4870 4.8071
H -2.1988 -0.8919 4.2219
H -0.7349 -1.7545 4.6663

**Spin multiplicity**: 4
**HOMO level (alpha / beta)**: -15.89 / -17.21 eV
**Gap between HOMO and LUMO (alpha / beta)**: 0.250 / 0.248 Eh
**Net charge**: +3



How do the energies compare? Relative to the most stable structure, in kJ/mol: i 0.0; ii 66.9.



## i
This record from OMol25 describes C24H28N2O2 as an isolated structure. The level of theory is ωB97M-V/def2-TZVPD.

Positions of all 56 atoms, in Å:
C -6.8345 -2.7573 0.8993
C -5.7558 -1.7724 0.2583
C -4.5099 -2.0567 -0.2478
C -3.7144 -1.2573 -0.7507
C -4.0550 -0.0410 -0.9259
C -5.3983 0.4288 -0.2493
C -6.3169 -0.5375 0.3743
H -7.2144 -0.0577 0.4407
H -5.7020 1.5752 -0.4463
N -3.2005 1.0425 -1.3493
C -2.0610 0.8913 -1.9544
H -2.2411 -0.1531 -2.6067
C -0.8289 0.4203 -1.0751
N -0.6745 1.9923 -0.3104
C -1.9225 2.2746 0.2104
C -3.1271 2.3338 -0.5571
H -3.9341 2.5133 -0.1274
H -2.8408 3.0535 -1.3660
H -1.6562 3.3758 0.7346
H -2.2291 1.6190 1.2445
C 0.4804 2.1132 0.2965
H 0.4367 3.2722 0.8181
C 0.7297 1.4240 1.7524
O 1.3727 2.1257 2.8215
H 2.3427 2.3330 2.0924
C 1.5600 0.0093 1.4446
O 2.7358 0.1257 0.8777
C 3.6113 -0.5391 0.5079
C 3.2427 -2.0714 0.8515
C 4.3002 -3.0387 0.4262
C 5.4589 -2.5269 -0.2724
C 5.7104 -1.3007 -0.5710
C 6.9827 -0.8204 -1.0177
C 7.1932 0.3370 -1.2682
C 6.2454 1.3717 -0.8675
C 5.1371 1.2720 -0.2554
C 4.8255 -0.2820 -0.2358
H 4.3671 1.8330 0.2625
H 6.4801 2.5256 -1.0266
H 8.0304 0.8989 -1.6060
H 7.7499 -1.6923 -1.1661
H 6.0329 -3.3107 -0.2764
H 3.9397 -4.0839 0.5568
H 2.3543 -2.5085 1.2234
H 0.7962 -0.6038 0.7156
H 1.7787 -0.5864 2.4053
H -0.1505 0.9837 2.2000
H 1.4949 1.7721 -0.2512
H 0.1034 0.4326 -1.5807
H -1.2159 -0.1153 -0.1704
H -1.7263 1.5157 -2.7536
H -2.7913 -1.5442 -1.1253
H -4.1998 -3.1301 -0.2977
H -6.3993 -3.8441 0.9007
H -7.6855 -2.8263 0.3424
H -7.1074 -2.4080 2.0506

**HOMO level**: -7.48 eV
**Gap between HOMO and LUMO**: 0.295 Eh
**Net charge**: 0



## ii
This record from OMol25 describes one molecule with the formula C24H28N2O2. The level of theory is ωB97M-V/def2-TZVPD.

Positions of all 56 atoms, in Å:
C 4.0950 3.4878 -4.3225
C 2.8900 2.6540 -4.0051
C 1.6950 3.2489 -3.6163
C 0.5750 2.4957 -3.3380
C 0.5977 1.0979 -3.4237
C 1.7997 0.5055 -3.8187
C 2.9143 1.2721 -4.1052
H 3.8269 0.7748 -4.4043
H 1.8867 -0.5666 -3.8988
N -0.5703 0.3750 -3.2049
C -1.4019 0.6812 -2.0606
H -1.3553 1.7418 -1.8225
C -0.9606 -0.1337 -0.8370
N -1.0571 -1.5457 -1.1524
C -0.1835 -1.8768 -2.2647
C -0.6207 -1.0438 -3.4749
H -0.0201 -1.2794 -4.3528
H -1.6652 -1.2891 -3.6979
H -0.2940 -2.9400 -2.4912
H 0.8737 -1.6752 -2.0315
C -0.9525 -2.4293 -0.0161
H -1.1987 -3.4413 -0.3603
C 0.4065 -2.4758 0.7149
O 1.3893 -3.2105 0.0238
H 1.0539 -4.0987 -0.1464
C 0.2115 -3.0547 2.1325
O -0.7214 -2.3299 2.8936
C -0.3928 -1.0966 3.3829
C 0.8610 -0.5376 3.3586
C 1.0833 0.7312 3.9148
C 0.0669 1.4386 4.4876
C -1.2357 0.8985 4.5319
C -2.3137 1.5950 5.1166
C -3.5681 1.0529 5.1465
C -3.8035 -0.2129 4.5909
C -2.7799 -0.9158 4.0180
C -1.4765 -0.3824 3.9745
H -2.9493 -1.8922 3.5913
H -4.7998 -0.6292 4.6201
H -4.3860 1.5952 5.5983
H -2.1261 2.5700 5.5436
H 0.2433 2.4152 4.9133
H 2.0823 1.1403 3.8801
H 1.6988 -1.0574 2.9214
H 1.1818 -3.1299 2.6385
H -0.2148 -4.0612 2.0547
H 0.8103 -1.4621 0.7937
H -1.7121 -2.1219 0.7083
H -1.6149 0.0834 0.0108
H 0.0683 0.1708 -0.5732
H -2.4349 0.4181 -2.3098
H -0.3391 3.0036 -3.0699
H 1.6389 4.3261 -3.5398
H 3.9537 4.0122 -5.2682
H 4.9845 2.8679 -4.4056
H 4.2603 4.2361 -3.5489

**HOMO level**: -7.31 eV
**SMILES string**: Cc1ccc(N2CCN(C[C@H](O)COc3cccc4ccccc34)CC2)cc1
**Gap between HOMO and LUMO**: 0.294 Eh
**Net charge**: 0



How do the energies compare? Relative to the most stable structure, in kJ/mol: i 1760.5; ii 0.0.



## i
This record from OMol25 describes a 2-piece molecular cluster, C6H13P overall. The level of theory is ωB97M-V/def2-TZVPD.

Positions of all 20 atoms, in Å:
C 0.8105 -0.0734 0.5075
C 2.3200 -0.2941 0.4348
C 1.3906 -1.0631 -0.3974
C 3.0752 -0.7295 1.6583
C 1.3055 -2.1148 -1.1242
C -2.6431 -0.4618 -0.6895
P -2.3866 1.2486 -0.1650
H 0.3932 -0.5892 1.3133
H 0.3604 0.8795 0.3180
H 2.7628 0.4015 -0.2200
H 3.9655 -0.1612 1.6968
H 3.3035 -1.8308 1.6329
H 2.4789 -0.5971 2.5208
H 2.3081 -2.6294 -1.3376
H 0.4726 -2.7816 -1.2178
H -3.6280 1.5311 0.1840
H -1.7662 -0.6862 -1.2274
H -3.5288 -0.8644 -1.2213
H -2.4668 -1.1675 0.2007
H -2.6988 1.6563 -1.4864

**HOMO level**: -9.45 eV
**SMILES string**: C=C1C[C@H]1C.CP
**Gap between HOMO and LUMO**: 0.386 Eh
**Net charge**: 0



## ii
This record from OMol25 describes a 2-piece molecular cluster, C6H13P overall. The level of theory is ωB97M-V/def2-TZVPD.

Positions of all 20 atoms, in Å:
C -3.1836 -0.3696 0.6914
C 0.1764 -1.9159 -0.5865
C 1.8669 0.5185 0.7115
C 0.1361 1.8485 -0.1714
C -0.3560 -0.5748 -0.1928
C 0.6906 0.4893 -0.2782
P -4.1496 0.5581 -0.0088
H -0.5617 -0.6710 0.8802
H 0.9297 -1.6585 -1.3609
H 0.6034 -2.4701 0.3389
H -0.4959 -2.6325 -1.1624
H 2.4390 -0.3799 0.8358
H 1.6901 0.7729 1.7494
H 2.6778 0.9746 0.2414
H -0.3431 1.9779 -1.2088
H -0.6996 1.9379 0.6181
H 0.9830 2.5495 -0.1533
H -1.1020 -0.3062 -0.8755
H 1.1731 0.3884 -1.2850
H -2.4747 -1.0370 1.2171

**HOMO level**: -10.01 eV
**SMILES string**: CCC(C)C.C#P
**Gap between HOMO and LUMO**: 0.394 Eh
**Net charge**: 0



How do the energies compare? Relative to the most stable structure, in kJ/mol: i 27.7; ii 0.0.



## i
This record from OMol25 describes one molecule with the formula C5H7NO2. The level of theory is ωB97M-V/def2-TZVPD.

Positions of all 15 atoms, in Å:
C -2.1878 1.9292 -1.1293
C 0.5979 -0.0183 -0.4611
C 1.0004 -0.9250 1.7116
C 0.5686 -1.9249 0.8242
C 0.4646 -1.5252 -0.4488
H -2.2615 2.8616 -1.9842
H -2.7955 1.3057 -0.4178
H 1.1841 0.4758 -1.2706
H 0.4420 -0.6093 2.5385
H 2.0021 -1.3440 2.2780
H 0.2302 -2.8611 1.1670
H 0.2886 -1.8782 -1.5180
N -0.9129 1.6028 -1.2658
O -0.6609 0.4555 -0.2381
O 1.2406 0.2464 0.8741

**HOMO level**: -9.35 eV
**SMILES string**: C=NO[C@@H]1C=CCO1
**Gap between HOMO and LUMO**: 0.380 Eh
**Net charge**: 0



## ii
This record from OMol25 describes one molecule with the formula C5H7NO2. The level of theory is ωB97M-V/def2-TZVPD.

Positions of all 15 atoms, in Å:
C -2.2663 0.0706 -0.2096
C -1.0920 -0.9706 0.0631
C 0.2617 -0.3059 0.0686
C 0.7311 0.9984 0.1007
C 2.5302 -0.3487 0.0370
H -1.6216 0.8911 -0.9277
H -2.5221 0.5658 0.8536
H -3.1966 -0.3821 -0.5761
H -1.2135 -1.8247 -0.6595
H -1.2346 -1.5033 1.1168
H 0.0215 1.8891 0.2436
H 2.5295 1.7658 -0.1050
N 2.0159 0.9474 0.0652
O 3.7263 -0.6776 -0.2041
O 1.3304 -1.1152 0.1333

**HOMO level**: -8.14 eV
**SMILES string**: CCc1c[nH]c(=O)o1
**Gap between HOMO and LUMO**: 0.325 Eh
**Net charge**: 0



How do the energies compare? Relative to the most stable structure, in kJ/mol: i 356.4; ii 0.0.